[1]
AgCl3F12Sr8 | the ωB97M-V functional and the def2-TZVPD basis

Summary:
- Kohn-Sham gap: 8.46 eV
- Largest force on an atom: 1.9 eV Å⁻¹
- Total charge: +2
- E_HOMO: -14.342 eV

XYZ file:
```
24
AgCl3F12Sr8 (the ωB97M-V functional and the def2-TZVPD basis)
Sr -1.411 -1.396 -2.907
Sr -2.943 -0.540 0.335
Sr -0.883 2.026 3.414
Sr 2.357 -1.509 -1.771
Sr 2.088 2.177 1.261
Sr -1.030 -3.845 0.022
Sr 1.751 1.823 -3.173
Sr 0.476 -1.287 3.341
Ag -1.787 2.358 -1.081
F -1.436 -1.156 1.872
F -0.121 2.384 -2.302
F -2.219 1.445 1.262
F 0.763 0.897 2.514
F 0.829 -0.523 -3.835
F -0.522 0.108 4.823
F 0.484 3.739 2.902
F 3.186 0.117 -2.963
F 2.681 2.088 -1.123
F -2.796 -2.655 -1.053
F -0.013 -2.990 -1.826
F 0.761 -3.288 1.406
Cl 3.069 -0.902 1.497
Cl 0.098 0.061 -0.530
Cl -3.381 0.871 -2.085
```

=====

[2]
AgClH10O5 | the ωB97M-V functional and the def2-TZVPD basis

Summary:
- Kohn-Sham gap (alpha / beta): 8.37 / 3.84 eV
- Energy relative to the best compared isomer or geometry (same formula, charge and spin): 92.6 kcal per mole
- Multiplicity: 2
- Largest force on an atom: 0.6 eV Å⁻¹
- Total charge: +1
- E_HOMO (alpha / beta): -14.748 / -14.493 eV

XYZ file:
```
17
AgClH10O5 (the ωB97M-V functional and the def2-TZVPD basis)
Ag 1.609 2.827 0.929
Cl 0.577 0.546 0.145
O -1.185 -1.917 -0.814
H -0.849 -1.034 -0.580
H -0.417 -2.417 -1.150
O -1.999 1.167 2.138
H -1.363 0.868 1.476
H -2.512 0.379 2.387
O 2.358 -0.499 -2.520
H 2.171 -0.239 -1.612
H 3.131 0.015 -2.789
O 1.730 -2.170 2.294
H 2.409 -2.703 1.859
H 1.354 -1.618 1.602
O -2.582 2.188 -0.825
H -1.692 1.847 -0.953
H -2.741 2.759 -1.588
```

=====

[3]
AlF3NO4S2 | the ωB97M-V functional and the def2-TZVPD basis

Summary:
- Kohn-Sham gap (alpha / beta): 7.89 / 4.05 eV
- Multiplicity: 2
- Largest force on an atom: 10.0 eV Å⁻¹
- E_HOMO (alpha / beta): -10.436 / -10.430 eV

XYZ file:
```
11
AlF3NO4S2 (the ωB97M-V functional and the def2-TZVPD basis)
Al 0.292 -2.700 1.185
N -0.186 -0.113 0.127
S 0.451 1.155 0.685
O -0.123 1.903 1.780
O 1.478 1.862 -0.102
F 1.414 0.287 1.613
S -0.976 0.703 -1.153
O -0.283 0.714 -2.439
O -1.926 1.778 -0.787
F -2.061 -0.528 -1.375
F 1.921 -5.059 0.467
```